A cluster of 2 separate species, C6H15ClOSi2 in total at a distorted geometry. Source: OMol25; level of theory: the ωB97M-V functional and the def2-TZVPD basis.

Structure (XYZ):
```
25
Properties=species:S:1:pos:R:3:forces:R:3
C -2.5431 -0.5479 -0.0077 1.4529 1.1319 0.1103
C -1.7374 0.4599 0.4258 -1.3931 -3.3957 -1.6113
C -2.1256 -1.8366 -0.6602 0.6718 -1.1880 0.9299
C -4.0622 -0.4196 -0.0831 1.7547 0.6074 2.5665
C -1.7608 1.7713 0.9897 -0.3133 3.3479 -0.6402
C 2.2914 0.8314 -0.4170 1.6798 -2.0459 4.3209
O 3.6416 0.7833 -0.8128 -0.5250 -0.0381 -0.9372
Si 4.9064 0.6221 0.1597 1.8063 -1.3223 1.6334
Si 1.5562 -0.9526 -0.4468 -0.9169 2.0198 -2.8207
Cl 2.3705 -2.2966 0.7101 1.0049 -1.4444 1.6018
H -2.8615 -2.1861 -1.4249 1.1714 0.9167 -0.3108
H -2.2406 -2.7329 -0.0026 0.1599 0.7773 0.3504
H -1.0338 -1.7854 -0.8536 -0.7841 -0.3161 -0.7499
H -4.4468 -1.3139 -0.5047 -0.7069 -0.4842 -0.2868
H -4.1019 0.4271 -0.7332 -1.4248 0.7372 -0.0852
H -4.3202 -0.3210 1.0144 -0.7412 0.3991 -1.5429
H -1.1208 2.5763 0.4410 -0.7966 -1.6046 0.8329
H -2.7448 2.3148 1.1008 0.1283 -0.8617 -0.8514
H -1.5274 1.8108 2.0214 1.0760 -0.2873 1.1614
H 1.8092 1.4246 -1.0633 -2.1311 2.1552 -2.4042
H 2.2611 1.3010 0.6168 -0.4252 -0.4225 -0.9660
H 4.9703 1.7518 1.2542 0.1610 -0.6741 -1.2867
H 4.9137 -0.6650 1.1099 -0.1484 1.2378 -1.0738
H 5.9496 0.3499 -0.9440 -0.2680 0.6327 1.1761
H 1.9569 -1.3668 -1.8900 -0.4927 0.1217 0.8833
```
Forces are in eV/Å.

Output
Relative energy (zero: lowest compared OMol25 entry of this formula, charge and spin), kJ/mol: 601.2
E_HOMO (spin up / spin down), Ha: -0.301 / -0.283
Gap between HOMO and LUMO (spin up / spin down), eV: 7.417 / 7.829

=====

A structure of composition C6H15CrNO8PS at a distorted geometry. Source: OMol25; level of theory: the ωB97M-V functional and the def2-TZVPD basis.

Structure (XYZ):
```
33
Properties=species:S:1:pos:R:3:forces:R:3
Cr -0.8773 0.8794 1.3626 -0.6391 1.1652 0.4077
P -0.1323 0.9757 3.5615 -1.8324 1.3088 2.2788
O 0.1775 1.1435 5.0559 0.3810 -0.9176 -2.8043
O 0.6220 1.5884 2.3594 4.3720 0.7115 -0.7920
O -1.4435 1.6310 3.0646 -3.1612 2.0925 0.6083
O -0.5323 -0.3391 2.8120 1.2489 -3.9152 0.5425
S -2.6840 1.8524 -0.4123 -2.9356 0.7047 -2.0766
O -2.6464 0.7680 0.5734 -3.7530 -4.6894 1.6846
O -1.3450 2.2169 -0.0515 6.0572 4.0407 -0.8398
O -2.8628 1.4339 -1.7972 0.9178 -1.2404 -0.4853
O -3.6585 2.8878 -0.2008 -0.6069 0.6932 1.2558
C 2.7171 -1.3534 -0.2959 -1.4332 0.5857 0.2531
C 1.5791 -0.5783 0.4928 1.2462 0.1885 0.2846
N 0.2281 -0.3814 -0.1323 2.1562 -0.6687 -1.0028
C 0.4499 0.0726 -1.5467 -0.2474 1.9623 0.3512
C 1.1859 1.4290 -1.6697 0.4960 -0.4290 -0.7864
C -0.3155 -1.7247 -0.2157 -0.8162 -0.8559 0.0846
C -1.6261 -1.8379 -0.9320 -1.3242 -0.4888 0.3196
H 2.9233 -0.7872 -1.2041 0.3891 -0.1451 -0.0099
H 2.4570 -2.3733 -0.5791 -0.0263 -0.0354 0.0390
H 3.5952 -1.3882 0.3491 0.0033 0.1056 -0.0481
H 1.4333 -1.0159 1.4804 -0.2597 -0.1297 -0.1138
H 2.0165 0.3933 0.7231 -0.3119 0.1225 -0.0735
H -0.5147 0.2297 -2.0294 -0.0766 -0.1654 0.2039
H 1.0225 -0.6575 -2.1188 -0.0851 -0.3874 0.1020
H 0.6415 2.3103 -1.3305 0.0549 -0.3923 0.5233
H 1.3934 1.6125 -2.7240 -0.5697 -0.1259 -0.5480
H 2.2291 1.3806 -1.3577 -0.1043 0.1160 0.9535
H 0.3242 -2.4338 -0.7411 0.7454 0.2589 -0.2753
H -0.3855 -2.1625 0.7801 -0.2178 0.4110 0.2797
H -1.8660 -2.9009 -0.9078 -0.0090 -0.3026 -0.4050
H -2.4713 -1.3925 -0.4072 0.2585 0.5080 -0.0167
H -1.6347 -1.4785 -1.9610 0.0829 -0.0866 0.1051
```
Forces are in eV/Å.

Output
Multiplicity: 4
Expectation value of S²: 3.781
E_HOMO (spin up / spin down), Ha: -0.050 / -0.049
Charge: -2
Gap between HOMO and LUMO (spin up / spin down), eV: 6.267 / 6.239

=====

A structure of composition C6H15F4LiN2O12PS4 at a distorted geometry. Source: OMol25; level of theory: the ωB97M-V functional and the def2-TZVPD basis.

Structure (XYZ):
```
45
Properties=species:S:1:pos:R:3:forces:R:3
Li 0.7178 -1.3312 1.6890 -0.6338 0.2481 -0.0833
N 0.3861 -0.9729 3.6524 -1.0400 3.9590 -0.7001
S 1.6791 -0.9722 4.4799 7.1062 -5.1030 5.0461
O 1.5412 -1.2828 5.8968 -0.4309 0.8064 -1.9129
O 2.8229 -0.1681 4.1048 -1.8417 0.7112 -0.1155
F 2.1607 -2.3519 3.9072 0.1490 -1.3846 -0.5557
S 0.2402 0.6700 3.9558 -6.2757 6.2301 0.4608
O 0.5238 1.7113 2.9636 0.3928 -3.0056 0.5702
O 0.3285 1.1760 5.3328 1.0696 -1.8922 -1.9886
F -1.4040 0.6055 3.8912 0.8142 -0.2547 -0.6238
N 2.3019 -1.6542 0.7235 -2.3037 -3.1864 -3.4993
S 3.7215 -1.3567 0.3276 10.5588 4.9455 1.5622
O 4.0986 -0.7639 -0.9976 -1.5872 -1.6149 3.1163
O 4.7353 -2.2789 0.8885 -2.3527 1.8573 -1.2440
F 3.7573 -0.0420 1.2821 0.4476 -0.4753 -0.4130
S 2.2315 -2.7558 -0.5960 -3.4662 -5.2369 -2.2207
O 2.8687 -4.0711 -0.3746 -1.2060 3.3292 0.0595
O 2.1710 -2.2690 -1.9475 0.8446 0.4073 1.0564
F 0.6688 -3.0401 -0.4545 -0.2903 -0.3180 1.1991
C -4.0189 -1.0354 -1.0616 0.8556 1.0198 -1.2731
C -2.7404 -1.7221 -1.5716 -0.3427 -1.0214 2.2392
O -1.6762 -0.9020 -1.9604 1.7880 3.0302 0.8316
P -0.8905 0.0614 -0.8710 -0.3565 -0.0745 -0.6262
O -0.4955 -0.5748 0.4363 -1.1291 1.1789 -1.8794
O 0.2948 0.5790 -1.7911 -1.4431 -0.9189 0.7186
C 1.4223 1.3167 -1.2618 0.6942 -0.0854 -1.7052
C 2.4174 1.4186 -2.4657 -0.1679 1.0233 1.6020
O -1.8691 1.3738 -0.6868 0.8881 -2.9516 3.3471
C -2.4398 2.0469 -1.7099 -0.3084 2.1711 -3.1714
C -3.2824 3.3086 -1.4603 0.5939 -0.7680 1.1459
H -4.8740 -1.6995 -0.9362 0.2062 -0.0109 -0.1846
H -3.8073 -0.5058 -0.1327 -0.0363 -0.2093 0.1329
H -4.1823 -0.2561 -1.8060 -0.9024 0.0468 0.0093
H -2.3737 -2.1561 -0.6414 0.0667 -1.4046 -0.3957
H -2.8418 -2.3956 -2.4227 -0.3989 -0.1993 0.4390
H 1.0522 2.3088 -1.0035 0.1877 0.0184 0.2432
H 1.8556 0.8140 -0.3971 -0.1207 -0.0141 -0.1353
H 2.1207 2.2415 -3.1160 -0.3741 -0.3060 -0.3162
H 3.3237 1.8059 -2.0002 0.3981 -0.3527 -0.1400
H 2.6211 0.4933 -3.0046 -0.2046 0.0538 0.3483
H -1.5638 2.3827 -2.2647 -0.3429 0.0404 -1.0780
H -3.1630 1.5024 -2.3171 0.7179 -0.9762 -0.2323
H -4.2626 3.0009 -1.0961 -0.0095 0.3274 0.3073
H -2.7529 3.9500 -0.7558 -0.3694 0.3103 -0.0187
H -3.4242 3.7911 -2.4273 0.1551 0.0498 0.0781
```
Forces are in eV/Å.

Output
Relative energy (zero: lowest compared OMol25 entry of this formula, charge and spin), kJ/mol: 595.3
E_HOMO, Ha: -0.285
Charge: -1
Gap between HOMO and LUMO, eV: 9.995

=====

An isolated molecule of C6H15ISi at a distorted geometry. Source: OMol25; level of theory: the ωB97M-V functional and the def2-TZVPD basis.

Structure (XYZ):
```
23
Properties=species:S:1:pos:R:3:forces:R:3
C 1.6085 0.5157 0.1793 0.4526 0.3964 1.2796
C 0.1038 0.9764 0.1222 0.1486 -1.3457 -1.5714
C -0.0540 1.7508 -1.2596 -0.4231 -2.8677 -0.4817
C -0.2354 1.9271 1.2480 0.7707 -1.6941 2.5308
Si -1.0374 -0.6681 0.0593 0.3789 0.6467 -0.3770
C -0.9178 -1.9125 1.4862 1.2339 0.3268 0.1736
C -0.6882 -1.6250 -1.5620 -3.3343 1.4731 -0.5656
I -3.4010 0.1258 -0.0484 0.2371 -0.0507 0.0117
H 1.9021 0.0599 1.2060 -0.4098 0.9943 -1.5644
H 1.8683 -0.2373 -0.5657 -0.3484 -0.1390 -0.1018
H 2.2904 1.3869 -0.0995 -0.7882 -0.8776 0.7669
H -1.0507 1.4915 -1.7839 1.2241 1.2756 1.0915
H 0.6997 1.3570 -2.0095 -0.5581 0.7524 0.9502
H 0.1547 2.7412 -0.9008 -0.3156 0.8945 -1.0405
H -1.2732 2.1989 1.3512 -0.4239 0.2256 -0.4667
H -0.0271 1.3478 2.2240 -0.1990 0.9320 -1.1067
H 0.3999 2.8174 1.3032 -0.0428 -0.0605 -0.3074
H -0.5659 -2.8635 1.0599 0.4793 0.3209 0.1834
H -0.2810 -1.5682 2.3465 -0.2700 -0.3931 -0.9673
H -1.8337 -2.2087 1.9349 -1.1794 0.2061 0.2366
H -0.8270 -1.0074 -2.4944 0.8115 -0.3457 0.9987
H 0.2164 -2.1053 -1.4421 2.2288 -0.8934 -0.2506
H -1.4609 -2.4015 -1.7428 0.3270 0.2230 0.5782
```
Forces are in eV/Å.

Output
Relative energy (zero: lowest compared OMol25 entry of this formula, charge and spin), kJ/mol: 0.0
E_HOMO, Ha: -0.341
SMILES: CC(C)(C)[Si](C)(C)I
Gap between HOMO and LUMO, eV: 9.950

=====

Number 1: DFT total energy -36785.7477 eV. Number 2: DFT total energy -72885.9362 eV. Number 3: DFT total energy -97721.9862 eV. Number 4: DFT total energy -22444.6601 eV.